Record 1
C38H41ClCsN4O4Sb | wB97M-V/def2-TZVPD

Computed properties:
orbital gap = 5.97 eV
LUMO level = 3.9160 eV
total charge = -2
energy relative to the best compared isomer or geometry (same formula, charge and spin) = 27.39 kcal per mole
energy = -73831.260 eV
highest occupied orbital energy = -2.05 eV

Geometry (Å):
Cs1 -0.5066 -0.1635 1.5359
Sb1 -1.0741 -2.7934 -1.6097
Cl1 -7.9439 2.0992 -0.0761
O1 -2.6253 -0.2794 -0.4120
O2 -0.0219 0.9574 3.9783
O3 -1.6714 2.3010 0.3463
O4 0.3369 -2.5520 0.7741
N1 0.1555 2.0344 -1.9289
N2 2.5278 1.9365 3.0293
N3 1.5688 3.3629 -0.0689
N4 3.0722 0.2434 0.6118
C1 -2.8524 2.5563 0.2244
C2 2.8996 -4.8120 1.9415
C3 -0.6436 -4.9305 -1.2312
C4 -0.5705 1.3685 -2.7798
C5 -1.6740 -3.4934 -4.7803
C6 3.7296 1.8725 2.2662
C7 -0.0793 5.4587 -3.2863
C8 0.7352 3.2680 7.3125
C9 1.4846 -3.0009 1.0994
C10 -0.2759 4.0660 -3.1796
C11 -1.1986 1.9651 -3.8885
C12 -0.4512 2.5428 7.1809
C13 0.9977 4.0725 -1.0637
C14 1.4811 2.4135 5.1552
C15 2.5714 2.3577 4.2245
C16 -4.9553 -0.5000 -0.5192
C17 4.0329 -4.0094 1.8456
C18 -3.9501 1.6675 -0.0282
C19 1.5544 -3.5440 -3.3567
C20 -5.2437 2.2021 0.0304
C21 2.6679 -2.1890 1.0181
C22 1.1148 5.4501 -1.1890
C23 -0.6779 1.7796 6.0722
C24 0.2473 1.6718 4.9731
C25 3.9533 0.4524 1.7217
C26 -0.8797 -5.9644 -2.3140
C27 0.6011 6.1232 -2.2976
C28 2.5128 -0.8772 0.4083
C29 3.8996 -2.7086 1.3969
C30 -1.0253 3.3054 -4.1027
C31 0.8018 -2.4022 -2.7080
C32 -2.3234 -3.0924 -3.4695
C33 -6.2031 0.0400 -0.4375
C34 -3.7437 0.2626 -0.3220
C35 -6.3391 1.4075 -0.1660
C36 1.6750 3.1723 6.3122
C37 0.2870 3.3599 -2.0829
C38 1.6684 -4.3225 1.5884
H1 -1.5991 1.2138 5.9807
H2 4.7866 -2.0952 1.2826
H3 -3.1790 3.6212 0.3195
H4 -5.3655 3.2557 0.2547
H5 0.7910 -4.9502 1.6573
H6 2.5275 -3.1912 -3.7069
H7 5.0123 -4.3964 2.1027
H8 1.7865 3.8208 0.7999
H9 -1.1927 2.5872 7.9747
H10 -2.3835 -3.4273 -5.6128
H11 0.7414 7.1967 -2.3676
H12 -1.4740 3.7995 -4.9578
H13 4.6195 2.1806 2.8606
H14 -1.9222 -5.9757 -2.6299
H15 1.0209 -3.9557 -4.2094
H16 -3.1140 -3.7970 -3.2061
H17 1.4408 -1.9606 -1.9501
H18 -0.6875 0.3115 -2.5849
H19 -0.4814 5.9927 -4.1394
H20 -0.8410 -2.8306 -5.0051
H21 -1.2337 -5.1744 -0.3476
H22 4.9923 0.3805 1.3668
H23 -0.6312 -6.9684 -1.9512
H24 1.7325 -4.3422 -2.6412
H25 1.6100 6.0057 -0.4042
H26 2.9896 -5.8350 2.2981
H27 3.7887 -0.2662 2.5367
H28 0.3989 -4.9416 -0.9239
H29 0.9086 3.8727 8.1944
H30 -4.8238 -1.5533 -0.7295
H31 -2.8099 -2.1238 -3.5978
H32 3.6365 2.5324 1.3977
H33 0.5735 -1.6219 -3.4359
H34 -1.8036 1.3639 -4.5527
H35 -0.2595 -5.7654 -3.1849
H36 1.2712 2.3974 0.0161
H37 3.5357 2.7345 4.6474
H38 -1.3061 -4.5165 -4.7443
H39 2.6123 3.7150 6.4152
H40 -7.0946 -0.5617 -0.5754
H41 1.7796 -0.8675 -0.3959

=====

Record 2
C31H47N3P | wB97M-V/def2-TZVPD

Computed properties:
orbital gap = 5.10 eV
LUMO level = -4.5617 eV
total charge = +1
energy relative to the best compared isomer or geometry (same formula, charge and spin) = 0.00 kcal per mole
energy = -46661.576 eV
highest occupied orbital energy = -9.66 eV

Geometry (Å):
P1 1.6181 0.6454 1.4779
N1 1.3137 1.9109 2.5488
N2 3.2153 1.0212 1.1749
N3 -4.4358 -1.8783 -1.0274
C1 -4.4046 -2.3193 -2.3472
C2 -0.9592 2.3700 3.3254
C3 -5.4153 -2.9508 -3.0594
C4 4.2522 0.6647 2.1955
C5 -5.2164 -3.1254 -4.4356
C6 -3.3177 -1.1996 -0.7204
C7 1.1072 -0.7086 -4.9222
C8 4.0254 -0.7781 2.6372
C9 -4.0488 -2.6294 -5.0451
C10 -4.4134 -0.6664 1.4707
C11 2.8124 3.5209 1.3276
C12 -2.4163 -1.2273 -1.8243
C13 4.2002 1.5800 3.4163
C14 -0.2495 -1.2176 -2.9570
C15 -1.9651 -1.0789 1.3060
C16 0.2504 0.2780 4.0620
C17 0.9646 -2.0216 -5.3932
C18 -3.1689 -0.4751 0.5956
C19 -3.1976 -1.8702 -2.9095
C20 0.3392 -2.9656 -4.5709
C21 0.5609 -0.3244 -3.7045
C22 -3.0024 1.0073 0.2577
C23 5.6184 0.8037 1.5366
C24 0.9385 2.5008 4.9139
C25 0.3826 1.7556 3.6974
C26 1.4612 -2.4284 -6.7472
C27 1.4939 3.2811 2.0480
C28 -3.0580 -1.9762 -4.2933
C29 3.3666 2.3535 0.5294
C30 -0.2613 -2.5798 -3.3812
C31 -1.0863 -0.7744 -1.8695
H1 0.6803 0.6980 -3.3375
H2 -4.2749 -0.1180 2.4121
H3 -1.6774 2.1918 4.1377
H4 -0.7796 -3.3220 -2.7747
H5 -1.0473 -0.9640 0.7199
H6 4.5769 2.5852 3.1914
H7 -0.8677 3.4549 3.1846
H8 -1.8258 -0.6132 2.2883
H9 2.6653 4.3582 0.6368
H10 5.6295 0.2883 0.5686
H11 -5.9690 -3.6319 -5.0388
H12 4.4298 2.5074 0.3531
H13 1.2189 -0.1354 4.3851
H14 1.9191 -1.5802 -7.2643
H15 -6.3140 -3.2888 -2.5431
H16 -5.3144 -0.2669 0.9880
H17 4.8331 1.1538 4.2083
H18 -0.4462 0.1940 4.9078
H19 -3.8828 1.3477 -0.3064
H20 5.9043 1.8515 1.3921
H21 -0.7510 0.0184 -1.2056
H22 6.3784 0.3471 2.1850
H23 -0.1376 -0.3282 3.2355
H24 0.2919 -4.0108 -4.8972
H25 -2.9293 1.6172 1.1652
H26 -2.1912 -1.5413 -4.7832
H27 0.2081 2.4032 5.7291
H28 0.6394 -2.8066 -7.3736
H29 3.1084 -0.8994 3.2307
H30 -5.2249 -2.0439 -0.4077
H31 3.5599 3.8539 2.0530
H32 1.0819 3.5713 4.7234
H33 2.2037 -3.2334 -6.6777
H34 1.6484 0.0133 -5.5392
H35 -2.1180 1.1880 -0.3613
H36 3.9757 -1.4406 1.7643
H37 0.5673 0.3566 0.0876
H38 1.4381 3.9559 2.9057
H39 -1.3518 1.9257 2.4005
H40 -4.5644 -1.7231 1.7268
H41 2.8655 2.3053 -0.4438
H42 -3.9138 -2.7512 -6.1187
H43 4.8720 -1.0885 3.2669
H44 -2.1328 -2.1551 1.4562
H45 1.8816 2.0658 5.2629
H46 3.1802 1.6580 3.8075
H47 0.6519 3.5344 1.3861

=====

Record 3
C3H2Cl2F2 | wB97M-V/def2-TZVPD

Computed properties:
orbital gap = 7.85 eV
LUMO level = -1.4248 eV
energy relative to the best compared isomer or geometry (same formula, charge and spin) = 90.16 kcal per mole
energy = -33618.550 eV
highest occupied orbital energy = -9.28 eV

Geometry (Å):
Cl1 3.1465 -0.4245 0.0819
Cl2 2.6250 2.1687 0.9914
F1 -2.1494 -0.9621 1.1963
F2 -2.3866 0.5557 -1.0614
C1 -1.2632 -0.0578 -0.7744
C2 1.9456 0.8130 0.1793
C3 -1.2078 -0.8858 0.3076
H1 -0.2425 -1.0560 0.7077
H2 -0.4677 -0.1512 -1.6284

=====

Record 4
C5H7BrN2 | wB97M-V/def2-TZVPD

Computed properties:
orbital gap (alpha / beta) = 7.59 / 7.59 eV
LUMO level (alpha / beta) = -0.5994 / -0.6000 eV
energy relative to the best compared isomer or geometry (same formula, charge and spin) = 85.02 kcal per mole
energy = -78316.542 eV
highest occupied orbital energy (alpha / beta) = -8.19 / -8.19 eV

Geometry (Å):
Br1 0.1384 2.1213 -1.2714
N1 0.1826 -0.6833 -1.9426
N2 -0.7451 0.4975 1.3249
C1 0.7071 -1.4908 1.1393
C2 -0.7235 1.7479 1.5621
C3 0.7309 0.2380 -1.1824
C4 -0.7633 -0.5312 -2.7718
C5 0.1474 -0.3299 0.9199
H1 -1.1918 0.4440 -3.0110
H2 0.1725 2.3607 1.5975
H3 0.5295 -2.0237 2.0616
H4 -1.6616 2.2060 1.8358
H5 -1.1415 -1.3978 -3.2854
H6 1.3710 -1.9551 0.4384
H7 1.7926 0.1923 -1.0063

=====

Record 5
C36H88F9N7O12S3 | wB97M-V/def2-TZVPD

Computed properties:
orbital gap = 7.76 eV
LUMO level = -7.7118 eV
total charge = +4
energy = -130685.613 eV
highest occupied orbital energy = -15.47 eV

Geometry (Å):
S1 -3.1634 -2.0258 3.4846
S2 -4.8477 -2.1189 5.4072
S3 0.5244 -0.0073 0.1561
F1 -7.2461 -2.8949 5.9653
F2 -5.7480 -4.4842 6.0663
F3 -0.9846 0.5222 -1.9834
F4 -0.6038 -2.6872 3.7255
F5 0.6830 -0.7461 -2.4449
F6 -1.7725 -4.1391 2.6204
F7 -6.4535 -3.7536 4.1393
F8 -0.9752 -1.5644 -1.3384
F9 -1.3633 -2.1625 1.7599
O1 1.3428 -1.1575 0.4791
O2 -0.5719 0.2065 1.0638
O3 -0.1574 -1.4419 -7.8519
O4 6.4990 3.0031 3.3045
O5 -4.0836 -2.1331 2.3773
O6 -4.6068 -1.8107 6.7773
O7 3.1350 0.4172 5.0176
O8 -7.6390 2.7038 1.7678
O9 -5.3626 -1.0179 4.6294
O10 3.7383 -6.9986 2.3147
O11 -2.6736 -0.6991 3.8236
O12 1.2272 1.2196 -0.2187
N1 0.7151 3.7442 -3.4026
N2 -4.9136 1.6188 1.3227
N3 6.0406 0.8010 1.3585
N4 0.1284 2.3749 4.0686
N5 -3.5152 -2.8819 4.7647
N6 1.5831 -5.2265 0.7860
N7 -1.8266 -2.7041 -5.6016
C1 3.1673 -7.2689 1.0352
C2 -1.6360 -2.8515 2.8847
C3 -5.4825 2.9037 0.7555
C4 -2.5811 -2.2716 -6.8002
C5 -6.1672 -3.4206 5.4004
C6 0.4380 2.7738 2.6609
C7 1.7676 -6.7188 0.8530
C8 2.6558 -4.5826 -0.0250
C9 -0.2030 3.1655 -4.4795
C10 1.3346 1.8323 4.7765
C11 4.8585 0.8467 2.2700
C12 -0.2211 -0.4594 -1.4940
C13 -6.5327 3.5539 1.6335
C14 7.4611 2.6898 2.3188
C15 -4.6334 1.6775 2.7873
C16 6.1468 -0.5862 0.8484
C17 1.2316 5.1013 -3.8383
C18 0.0271 3.9902 -2.0979
C19 -2.6263 -2.3461 -4.3694
C20 -0.4003 3.5519 4.7872
C21 -5.8440 0.4603 1.0808
C22 1.5387 5.8702 -2.5754
C23 1.5908 -4.6949 2.1913
C24 -3.6663 1.3766 0.5597
C25 -0.9684 1.3256 4.0045
C26 0.2804 -4.9272 0.1758
C27 0.5383 5.3388 -1.5304
C28 1.8681 2.8577 -3.1417
C29 -0.5230 -1.9379 -5.4758
C30 5.6833 1.6949 0.2070
C31 -0.5615 2.4258 -6.8469
C32 7.3477 1.2178 1.9892
C33 0.3739 -2.0300 -6.6713
C34 -1.6465 -4.1810 -5.5877
C35 1.9602 0.5306 4.2249
C36 0.4522 2.9841 -5.8315
H1 -2.8952 2.0657 0.8931
H2 -0.6782 3.2705 5.8021
H3 -6.1062 3.8310 2.6086
H4 -6.7988 0.6701 1.5359
H5 0.1082 -3.8541 0.2405
H6 -2.6393 -4.6177 -5.6494
H7 5.2454 2.6127 0.5788
H8 4.5821 1.8622 2.5242
H9 0.6045 -4.9106 2.6068
H10 2.3836 3.2085 -2.2473
H11 -1.3281 1.8198 -6.3422
H12 -6.0321 2.5728 -0.1264
H13 0.9733 -7.1551 1.4590
H14 2.6275 -5.0322 -1.0159
H15 0.5813 -1.2619 -8.4433
H16 1.4004 6.9410 -2.7023
H17 4.0474 0.3054 1.7875
H18 1.4901 -7.0906 -0.1469
H19 -5.3533 -0.4186 1.5104
H20 1.6019 -3.6048 2.1580
H21 -3.7993 1.0054 3.0054
H22 0.0233 -2.3801 -4.6423
H23 3.6128 -4.8560 0.4117
H24 2.4794 -3.5113 -0.0145
H25 5.2797 -0.8583 0.2541
H26 -1.8354 1.7641 3.5304
H27 -2.8726 -1.2926 -4.4474
H28 -2.6773 -1.1915 -6.8883
H29 8.4451 2.7795 2.7973
H30 0.8208 3.9286 -6.2332
H31 0.2001 3.1552 -1.4189
H32 -3.6064 -2.6466 -6.7873
H33 2.3700 -5.1665 2.7725
H34 -1.0563 3.8435 -4.4597
H35 3.0320 -0.2848 5.6687
H36 1.0215 1.6001 5.7939
H37 -4.2704 2.6855 2.9913
H38 1.2255 -0.2503 4.4114
H39 -5.4563 1.3357 3.4058
H40 0.6430 3.8465 2.6411
H41 6.5467 1.7861 -0.4458
H42 -0.4660 -5.5177 0.7024
H43 0.4974 5.6185 -4.4557
H44 2.5564 5.7085 -2.2227
H45 -6.8103 4.5292 1.2200
H46 -3.5337 -2.9430 -4.3983
H47 0.9822 5.2481 -0.5449
H48 -0.4979 2.2034 -4.0536
H49 3.0678 -8.3557 0.9481
H50 -2.0956 -2.6550 -7.6918
H51 3.8145 -6.9375 0.2302
H52 -8.4603 3.2022 1.8214
H53 4.8838 1.1893 -0.3364
H54 0.2355 -5.2196 -0.8723
H55 -0.0331 1.7513 -7.5131
H56 -3.8393 1.4095 -0.5167
H57 6.4082 3.9519 3.4361
H58 -4.7075 3.6344 0.5461
H59 2.5397 2.8049 -3.9898
H60 -0.9796 -4.5117 -6.3763
H61 1.5339 1.8659 -2.8342
H62 -1.2338 -4.4616 -4.6192
H63 1.2996 2.3095 -5.7160
H64 7.0233 -0.7057 0.2140
H65 1.3424 2.3100 2.2857
H66 2.0479 2.6545 4.8139
H67 -2.0155 -2.6028 -3.5115
H68 -0.3583 5.9525 -1.4744
H69 -1.2790 3.9569 4.2929
H70 8.1341 0.9124 1.3046
H71 -0.7727 -0.9126 -5.2147
H72 -0.3855 2.5764 1.9864
H73 -0.6110 0.5016 3.3951
H74 -1.1531 3.1948 -7.3341
H75 0.3712 4.3183 4.8495
H76 -1.1575 0.9561 5.0089
H77 3.1322 -7.3355 2.9853
H78 5.1046 0.3902 3.2291
H79 1.2112 -1.3649 -6.4007
H80 2.1012 4.9430 -4.4726
H81 7.4564 3.3577 1.4560
H82 7.4149 0.6845 2.9378
H83 -5.8628 0.2562 0.0104
H84 -3.2805 0.3598 0.6787
H85 0.8361 -3.0030 -6.8539
H86 6.2458 -1.2235 1.7262
H87 2.2641 0.6082 3.1858
H88 -1.0491 4.0347 -2.2572

=====

One value per record, in order, for largest force on an atom: 0.952, 3.431, 3.806, 4.104, 2.191 eV Å⁻¹.